No. 1
The following is a DFT calculation (ωB97M-V with the def2-TZVPD basis set) of a structure of composition C23H38N2O5Pb in a non-equilibrium geometry.

Structure (XYZ):
```
69
Properties=species:S:1:pos:R:3:forces:R:3
C 4.23978 -0.71644 2.23867 -0.2 0.8 0.6
O 4.42260 -1.76176 1.17727 -2.6 1.8 0.9
C 3.04488 -2.06768 0.76090 -1.3 -0.9 0.3
C 2.90155 -3.26635 -0.34795 -0.6 0.1 -0.5
C 3.91572 -3.12224 -1.64108 0.2 -1.2 0.1
C 3.16143 -2.64705 -3.01684 -0.5 0.2 0.1
C 2.81592 -1.04679 -3.10498 0.1 0.6 0.1
C 3.90459 -0.05897 -2.37812 -0.3 0.5 0.4
C 3.50408 1.55976 -2.50697 -0.6 -1.3 0.8
C 2.18226 1.81623 -1.51768 -0.1 0.4 -0.5
C 0.81825 1.82421 -2.42844 -0.1 0.8 -0.4
C -0.58232 1.72558 -1.57135 0.5 0.6 -0.1
C -1.00327 0.15392 -1.18367 1.1 0.8 0.7
C -1.54919 0.22331 0.37219 -3.2 1.2 0.6
C -2.85104 0.88861 0.78150 3.5 -1.5 0.0
C -3.86838 1.56624 -0.31062 0.3 -2.2 -0.4
C -4.92968 0.44201 -0.91883 2.0 -1.9 0.2
C -4.51294 -0.12549 -2.40187 0.4 -0.5 -0.6
C -5.14360 -0.86279 0.05505 -1.3 -1.0 -0.6
C -3.17609 0.88463 2.42228 -2.7 -0.7 1.8
O -4.38594 0.67921 2.94847 6.6 1.8 -3.8
C -1.82426 1.11673 3.37973 3.4 -1.7 -1.1
C -1.80829 2.05889 4.72370 0.9 -0.5 0.4
N -3.12285 2.12052 5.46991 1.6 1.0 0.2
C -0.51984 0.45699 2.96979 -4.4 1.5 0.1
O 0.74606 0.62850 3.71915 -2.6 2.4 -4.1
N 1.28228 -0.55859 4.06060 -4.6 -3.2 4.2
O 0.36529 -1.12062 4.68783 4.3 0.0 -2.1
C -0.62933 -0.47263 1.58353 2.4 -4.4 0.4
O -0.07405 -1.68049 1.45847 -3.7 8.1 0.5
H 5.21024 -0.04686 2.37744 -1.9 -1.9 -0.4
H 3.37309 0.05201 1.95551 1.7 -1.6 0.3
H 3.88305 -1.20178 3.26915 1.0 0.9 -2.3
H 2.46713 -1.10953 0.34603 1.5 -1.7 0.7
H 2.44636 -2.37818 1.74332 1.1 0.5 -2.1
H 2.94507 -4.35941 0.12952 0.2 2.6 -0.9
H 1.79883 -3.18127 -0.79715 2.2 -0.1 1.2
H 4.83601 -2.47045 -1.32879 -1.8 -1.1 -0.8
H 4.33526 -4.21929 -1.85331 -0.8 2.5 0.4
H 3.77068 -2.94168 -3.97367 -1.0 0.5 2.0
H 2.11920 -3.22561 -3.06713 2.3 1.1 0.0
H 2.71416 -0.68970 -4.23113 0.1 -0.9 2.2
H 1.77149 -0.84760 -2.58649 2.0 -0.4 -1.0
H 3.87325 -0.29553 -1.22963 0.3 0.4 -2.1
H 5.01214 -0.20783 -2.73184 -2.2 0.1 0.4
H 3.16559 1.83468 -3.59343 0.9 -0.4 2.0
H 4.43450 2.18067 -2.15974 -2.0 -1.1 -0.7
H 2.27449 2.87206 -1.00833 -0.3 -2.1 -0.9
H 2.10470 1.00928 -0.66313 0.3 1.4 -1.7
H 0.85511 1.01299 -3.28348 -0.1 1.5 1.8
H 0.78888 2.87785 -2.98637 0.0 -2.3 1.2
H -0.42008 2.38218 -0.59016 -0.5 -1.5 -2.0
H -1.40697 2.27003 -2.21020 1.4 -1.2 1.2
H -1.76352 -0.30514 -1.94558 1.4 0.9 1.7
H 0.02008 -0.45314 -1.27762 -2.5 1.1 0.6
H -3.34825 2.05429 -1.23948 -0.8 -0.6 2.1
H -4.50429 2.38168 0.27372 1.9 -0.4 -0.2
H -5.99413 0.96632 -1.04836 0.9 -2.0 -1.4
H -3.89475 0.65857 -3.04956 -1.6 -1.6 1.4
H -5.43324 -0.56361 -3.02349 1.9 1.2 1.5
H -3.80532 -1.06896 -2.21884 -1.5 2.2 -0.2
H -4.14898 -1.50960 0.18724 -2.1 1.9 -0.2
H -5.89301 -1.58966 -0.52376 1.6 1.6 1.2
H -5.65701 -0.63279 1.08411 1.3 -0.3 -1.8
H -1.37546 3.10752 4.40518 -1.0 -2.0 0.5
H -1.00351 1.59994 5.47513 -1.6 0.8 -2.0
H -2.90478 1.92038 6.48851 -0.6 0.5 -1.8
H -3.47544 3.10431 5.39491 0.4 -1.4 0.4
Pb -6.49413 2.37544 0.01022 -1.2 1.2 1.5
```
Forces are in eV/Å.

Properties
E_tot = -42894.638 eV
charge = +2
LUMO = -10.804 eV


No. 2
The following is a DFT calculation (ωB97M-V with the def2-TZVPD basis set) of a structure of composition C28H52P2Ru in a non-equilibrium geometry.

Structure (XYZ):
```
83
Properties=species:S:1:pos:R:3:forces:R:3
Ru -0.22309 0.05773 1.33886 0.1 -0.7 2.9
C -0.31022 -2.24960 2.16184 0.6 0.6 -0.4
C 1.07308 -2.51518 1.95737 -1.3 -0.3 -0.1
C 0.94744 -0.75020 3.44317 -1.0 -0.1 -0.9
C -0.42224 -1.15433 3.12805 1.6 -1.1 1.3
C 1.83144 -1.61290 2.74233 0.2 0.7 0.9
C -1.45046 -3.13150 1.82226 -0.6 -0.3 -0.3
H -1.26654 -3.71457 0.91527 -0.1 0.0 0.2
H -2.36369 -2.54363 1.67205 0.1 -0.2 0.0
H -1.66354 -3.84089 2.63743 0.1 0.2 -0.2
C -1.55178 -1.04380 4.08147 -0.4 0.1 0.1
H -2.49819 -1.29147 3.59146 0.1 0.1 0.2
H -1.59989 -0.03669 4.49684 -0.1 -0.4 0.0
H -1.42193 -1.74427 4.92387 0.1 0.1 -0.3
C 1.33174 0.20142 4.50524 0.1 0.7 0.4
H 1.40835 -0.30052 5.48306 0.0 0.0 -0.3
H 0.58717 1.00070 4.60978 0.3 -0.2 0.0
H 2.30350 0.67143 4.30207 -0.2 -0.1 0.1
C 3.29625 -1.64738 2.95554 0.4 0.0 -0.2
H 3.54791 -2.20760 3.86937 -0.1 0.1 -0.2
H 3.70611 -0.63591 3.08186 0.0 -0.3 0.0
H 3.81689 -2.13455 2.12416 0.0 0.1 0.2
C 1.63839 -3.65812 1.20635 0.0 -0.1 -0.5
H 1.95210 -4.45838 1.89564 -0.1 0.2 -0.1
H 2.52425 -3.35385 0.63111 -0.1 -0.2 0.2
H 0.90175 -4.08295 0.51433 0.2 0.0 0.2
C -1.63446 0.50748 -4.29836 -0.5 -0.4 -0.2
C -1.54619 -0.82375 -4.41479 -0.8 0.5 -0.4
C -0.77830 -1.50873 -5.51098 0.4 -0.4 -0.1
C 0.63611 -0.92870 -5.80041 -0.2 -0.4 -0.4
C 1.37963 -0.37345 -4.62030 0.4 0.6 0.0
C 1.35642 0.92473 -4.27699 0.4 -0.5 -0.6
C 0.43644 1.95780 -4.87603 -0.1 0.2 0.0
C -0.97988 1.45236 -5.26725 0.0 0.4 -0.3
H -1.34099 -1.46552 -6.46157 0.0 -0.1 0.4
H 0.55226 -0.16649 -6.58891 0.2 -0.3 0.3
H -0.67821 -2.57646 -5.25814 -0.1 0.3 -0.1
H -0.93004 0.98850 -6.26322 -0.2 0.2 0.4
H -2.32909 0.96300 -3.57959 0.3 -0.3 -0.2
H -2.17741 -1.48805 -3.80874 0.2 0.4 -0.2
H -1.62698 2.33715 -5.38009 0.2 -0.3 0.0
H 0.33157 2.78076 -4.14740 0.1 -0.2 -0.3
H 2.09650 1.31785 -3.57008 -0.3 -0.3 -0.1
H 0.88280 2.40428 -5.78395 0.0 -0.1 0.4
H 1.23365 -1.74455 -6.23511 -0.1 0.3 0.1
H 2.06113 -1.06722 -4.11469 -0.1 0.3 -0.1
P -1.09877 0.00605 -0.72702 -0.4 0.3 -1.2
P 1.68097 1.02953 0.42279 1.1 0.4 -0.5
C -0.17899 1.27876 -1.69269 -0.3 -0.1 -0.2
C 1.00778 1.97510 -1.00972 0.2 0.2 0.2
H -0.89119 2.03267 -2.06407 0.2 -0.3 0.2
H 0.15059 0.70838 -2.56942 0.0 0.2 0.1
H 1.83096 2.11930 -1.72592 -0.3 0.1 0.2
H 0.70018 2.97199 -0.65685 0.2 -0.3 0.0
C 2.74075 2.12800 1.40333 0.2 0.3 -0.1
H 3.17634 1.57476 2.24787 -0.2 0.1 -0.3
H 2.17570 2.98113 1.79763 0.2 -0.2 -0.1
H 3.55273 2.50040 0.76200 -0.1 0.0 0.2
C 2.84441 -0.17416 -0.26602 0.3 -0.2 -0.3
H 3.33824 0.24951 -1.15172 0.0 -0.2 0.2
H 2.32138 -1.09837 -0.53752 0.2 0.2 -0.1
H 3.59575 -0.41039 0.49942 -0.2 0.0 -0.3
C -2.86434 0.32472 -0.80347 -0.5 -0.1 -0.3
H -3.36119 -0.30822 -0.05058 0.1 0.2 -0.3
H -3.25764 0.09400 -1.80437 0.0 0.1 0.3
H -3.05631 1.37977 -0.55626 0.1 -0.3 -0.1
C -0.74591 -1.64458 -1.41490 0.0 -0.3 0.0
H 0.22611 -2.01665 -1.06159 -0.3 0.2 0.0
H -0.73943 -1.63658 -2.51193 0.0 0.1 0.4
H -1.53145 -2.32932 -1.06154 0.2 0.2 -0.1
C -3.16856 1.62937 2.75952 -0.2 -0.1 0.0
C -1.87883 2.42009 2.91662 0.1 0.2 -0.1
C -1.49088 2.55297 4.39376 -0.1 0.1 0.0
C -0.70694 1.97016 1.99135 -0.7 0.7 0.4
H -3.01429 0.58143 3.02678 -0.2 0.2 -0.1
H -3.55333 1.67194 1.73551 0.0 0.0 0.2
H -3.93087 2.03828 3.43839 0.1 -0.1 -0.3
H -2.10482 3.44486 2.58432 0.1 -0.1 0.0
H -1.46700 1.58801 4.90625 0.0 0.3 0.0
H -0.51629 3.03677 4.52013 -0.2 0.0 0.0
H -2.24263 3.16530 4.91230 0.2 -0.2 -0.1
H 0.23091 2.31369 2.46707 -0.2 -0.3 -0.2
H -0.81289 2.53735 1.04633 0.1 -0.3 0.1
```
Forces are in eV/Å.

Properties
E_tot = -51021.089 eV
charge = +2
2S+1 = 5
<S²> = 6.025
LUMO (alpha / beta) = -6.698 / -8.761 eV


Which of these has the highest E_tot? C23H38N2O5Pb